Density functional theory data (ωB97M-V/def2-TZVPD) for a 7-piece molecular cluster, C5H25NO8 overall in a non-equilibrium geometry.

Computed properties:
- 2S+1 = 1
- total energy (eV) = -23457.775
- total charge = 0
- relative energy (zero: lowest compared OMol25 entry of this formula, charge and spin) (kcal/mol) = 110.7
- M (g/mol) = 227.254
- SMILES string = OCCCCNCO.O.O.O.O.O.O
- HOMO energy (eV) = -9.22
- LUMO level (eV) = 0.25

Cartesian coordinates (Å):
C: -0.251 0.487 -0.657
N: 0.185 -0.994 -0.738
C: 0.744 -1.422 -2.039
O: -0.126 -2.512 -2.245
C: 0.174 0.951 0.775
C: 1.505 1.694 0.738
C: 1.805 2.994 -0.103
O: 0.829 4.040 0.180
H: 0.224 1.093 -1.405
H: -1.358 0.517 -0.732
H: 0.845 -1.200 -0.048
H: 1.828 -1.837 -2.040
H: 0.616 -0.599 -2.795
H: -0.751 -2.343 -3.000
H: 0.297 0.060 1.541
H: -0.597 1.686 1.224
H: 2.325 0.948 0.708
H: 1.561 2.254 1.615
H: 1.928 2.778 -1.083
H: 2.889 3.427 0.211
H: 0.391 3.873 1.078
H: -1.881 -1.218 0.052
H: -2.938 -0.531 0.686
O: -2.756 -1.480 0.534
H: -1.969 -3.663 0.814
H: -0.644 -2.971 0.445
O: -1.048 -3.566 1.108
H: -3.585 1.649 -0.369
H: -2.483 2.343 0.432
O: -3.002 1.536 0.389
H: 2.271 -3.414 -0.069
H: 2.285 -2.873 1.370
O: 2.381 -2.617 0.445
H: -1.964 3.078 -2.218
H: -0.786 3.468 -1.233
O: -1.611 3.063 -1.435
H: 0.680 -3.630 2.547
H: 0.722 -2.214 2.495
O: 1.263 -2.857 2.822

The Löwdin scheme yields these atomic charges, measured in e:
1. C -0.18
2. N -0.06
3. C -0.27
4. O -0.09
5. C -0.17
6. C -0.20
7. C -0.22
8. O -0.11
9. H 0.08
10. H 0.07
11. H 0.02
12. H 0.14
13. H 0.12
14. H 0.11
15. H 0.15
16. H 0.11
17. H 0.13
18. H 0.07
19. H 0.06
20. H 0.16
21. H 0.12
22. H 0.04
23. H 0.00
24. O -0.11
25. H 0.04
26. H 0.01
27. O -0.08
28. H 0.06
29. H 0.02
30. O -0.07
31. H 0.04
32. H 0.00
33. O -0.06
34. H -0.04
35. H 0.02
36. O 0.05
37. H 0.09
38. H -0.03
39. O -0.04

Density functional theory data (ωB97M-V/def2-TZVPD) for C6H8IN6O5SV as an isolated structure in a non-equilibrium geometry.

Computed properties:
- 2S+1 = 2
- <S²> = 1.044
- total energy (eV) = -70145.046
- total charge = +1
- relative energy (zero: lowest compared OMol25 entry of this formula, charge and spin) (kcal/mol) = 28.1
- M (g/mol) = 454.082
- HOMO energy (alpha / beta) (eV) = -12.88 / -13.24
- LUMO level (alpha / beta) (eV) = -6.76 / -4.96

Cartesian coordinates (Å):
V: -0.644 -0.300 0.302
N: 2.498 -1.622 0.018
C: 2.146 -0.388 0.229
O: 1.021 0.048 -0.241
C: 3.067 0.538 0.965
I: 2.280 0.956 2.935
H: 1.798 -2.242 -0.413
H: 3.325 -2.007 0.446
H: 3.107 1.502 0.469
H: 4.060 0.125 1.106
N: -1.311 1.011 -0.636
C: -1.602 2.132 -0.903
C: -1.875 3.411 -1.188
C: -1.580 4.416 -0.219
N: -1.347 5.229 0.560
C: -2.435 3.818 -2.432
N: -2.864 4.170 -3.438
O: -1.760 -1.765 3.415
S: -1.200 -1.355 2.197
O: 0.162 -1.788 1.822
O: -1.971 -1.637 0.917
O: -1.104 0.181 1.953
N: -0.037 -2.815 -1.022
N: -0.833 -1.670 -1.372
H: -0.204 -3.581 -1.668
H: -0.340 -3.114 -0.098
H: -1.825 -1.901 -1.415
H: -0.533 -1.351 -2.286

The Löwdin scheme yields these atomic charges, measured in e:
1. V 0.94
2. N 0.27
3. C -0.52
4. O -0.14
5. C -0.49
6. I 0.96
7. H 0.11
8. H 0.16
9. H 0.07
10. H 0.06
11. N 0.07
12. C -0.01
13. C -0.18
14. C -0.16
15. N 0.22
16. C -0.16
17. N 0.22
18. O -0.15
19. S 0.40
20. O -0.33
21. O -0.35
22. O -0.36
23. N 0.00
24. N -0.07
25. H 0.11
26. H 0.08
27. H 0.12
28. H 0.13

Density functional theory data (ωB97M-V/def2-TZVPD) for a 4-piece molecular cluster, C23H27BClFN5O9P overall.

Computed properties:
- 2S+1 = 1
- total energy (eV) = -75364.783
- total charge = 0
- M (g/mol) = 613.732
- SMILES string = C[C@H](Cl)C[C@@](F)(OC(=O)[PH2]=N)B(N)O.O=[N+]([O-])c1ccccc1.O=[N+]([O-])c1ccccc1.O=[N+]([O-])c1ccccc1
- HOMO energy (eV) = -9.24
- LUMO level (eV) = -0.91

Cartesian coordinates (Å):
C: 3.218 0.067 2.282
C: 1.885 -0.143 1.586
Cl: 0.601 0.344 2.768
C: 1.638 -1.612 1.199
C: 1.683 -1.919 -0.290
F: 2.060 -3.272 -0.437
O: 0.364 -1.912 -0.859
C: -0.563 -1.014 -0.399
O: -1.511 -1.367 0.248
P: -0.501 0.786 -0.891
N: -1.802 1.272 -1.620
B: 2.718 -1.118 -1.257
N: 3.982 -0.617 -0.810
O: 2.320 -0.913 -2.563
H: 3.171 -0.437 3.251
H: 3.405 1.122 2.476
H: 4.034 -0.375 1.716
H: 1.735 0.558 0.766
H: 0.668 -1.932 1.580
H: 2.377 -2.242 1.697
H: 0.687 0.901 -1.627
H: -0.277 1.376 0.359
H: -1.553 1.614 -2.543
H: 4.360 0.082 -1.437
H: 4.692 -1.311 -0.621
H: 1.857 -1.693 -2.892
C: -5.385 1.357 1.891
C: -4.433 1.447 0.885
C: -4.405 2.554 0.051
C: -5.338 3.554 0.249
C: -6.300 3.483 1.241
C: -6.319 2.371 2.066
N: -5.302 4.744 -0.618
O: -4.462 4.784 -1.491
O: -6.114 5.623 -0.403
H: -5.401 0.492 2.541
H: -3.707 0.658 0.741
H: -3.664 2.618 -0.732
H: -7.017 4.280 1.366
H: -7.062 2.298 2.848
C: 1.451 7.691 -0.363
C: 2.410 6.715 -0.599
C: 2.218 5.425 -0.134
C: 1.058 5.140 0.561
C: 0.091 6.095 0.813
C: 0.296 7.382 0.343
N: 0.834 3.769 1.041
O: 1.699 2.938 0.813
O: -0.200 3.533 1.623
H: 1.603 8.696 -0.732
H: 3.309 6.959 -1.148
H: 2.955 4.657 -0.310
H: -0.803 5.839 1.359
H: -0.450 8.143 0.526
C: 1.614 -6.067 -1.754
C: 2.390 -7.133 -2.187
C: 2.115 -8.418 -1.748
C: 1.057 -8.606 -0.878
C: 0.274 -7.558 -0.431
C: 0.560 -6.278 -0.876
N: 0.750 -9.972 -0.419
O: 1.465 -10.870 -0.809
O: -0.199 -10.115 0.322
H: 1.828 -5.066 -2.099
H: 3.212 -6.966 -2.870
H: 2.709 -9.257 -2.074
H: -0.543 -7.740 0.250
H: -0.040 -5.443 -0.539

The Löwdin scheme yields these atomic charges, measured in e:
1. C -0.13
2. C -0.70
3. Cl 0.65
4. C -0.12
5. C -0.35
6. F 0.03
7. O 0.02
8. C -0.56
9. O 0.11
10. P 0.82
11. N -0.26
12. B -0.54
13. N 0.20
14. O 0.14
15. H 0.08
16. H 0.08
17. H 0.06
18. H 0.04
19. H 0.10
20. H 0.14
21. H 0.02
22. H -0.03
23. H -0.02
24. H 0.09
25. H 0.10
26. H 0.11
27. C -0.07
28. C -0.06
29. C -0.01
30. C -0.15
31. C -0.01
32. C -0.07
33. N -0.36
34. O 0.07
35. O 0.07
36. H 0.11
37. H 0.10
38. H 0.08
39. H 0.12
40. H 0.10
41. C -0.07
42. C -0.06
43. C 0.00
44. C -0.14
45. C 0.01
46. C -0.06
47. N -0.33
48. O 0.03
49. O 0.07
50. H 0.11
51. H 0.11
52. H 0.12
53. H 0.12
54. H 0.11
55. C -0.08
56. C -0.06
57. C -0.01
58. C -0.15
59. C 0.00
60. C -0.06
61. N -0.36
62. O 0.08
63. O 0.08
64. H 0.09
65. H 0.11
66. H 0.12
67. H 0.12
68. H 0.11

Density functional theory data (ωB97M-V/def2-TZVPD) for one molecule with the formula C5H11P in a non-equilibrium geometry.

Computed properties:
- 2S+1 = 1
- total energy (eV) = -14650.664
- total charge = 0
- relative energy (zero: lowest compared OMol25 entry of this formula, charge and spin) (kcal/mol) = 15.2
- M (g/mol) = 102.117
- SMILES string = C=C(C)P(C)C
- HOMO energy (eV) = -8.10
- LUMO level (eV) = 1.05

Cartesian coordinates (Å):
C: -1.016 -0.231 0.316
C: -1.790 -1.278 -0.039
C: -1.579 1.131 0.833
C: 1.630 0.858 0.422
C: 1.327 -1.714 -0.654
P: 0.680 -0.681 0.801
H: -2.842 -1.230 -0.097
H: -1.376 -2.223 -0.343
H: -1.441 1.242 1.900
H: -2.561 0.999 0.695
H: -1.211 2.057 0.286
H: 1.542 1.652 1.281
H: 2.645 0.596 0.179
H: 1.092 1.182 -0.428
H: 1.366 -1.323 -1.659
H: 2.332 -1.923 -0.348
H: 0.701 -2.636 -0.661

The Löwdin scheme yields these atomic charges, measured in e:
1. C -0.52
2. C -0.03
3. C -0.10
4. C -0.32
5. C -0.30
6. P 0.86
7. H 0.04
8. H 0.03
9. H 0.07
10. H 0.01
11. H 0.10
12. H 0.07
13. H 0.02
14. H 0.00
15. H 0.03
16. H 0.01
17. H 0.03

Density functional theory data (ωB97M-V/def2-TZVPD) for a 6-piece molecular cluster, CH14O6 overall in a non-equilibrium geometry.

Computed properties:
- 2S+1 = 1
- total energy (eV) = -13548.857
- total charge = 0
- relative energy (zero: lowest compared OMol25 entry of this formula, charge and spin) (kcal/mol) = 18.5
- M (g/mol) = 122.117
- SMILES string = CO.O.O.O.O.O
- HOMO energy (eV) = -9.88
- LUMO level (eV) = 0.21

Cartesian coordinates (Å):
C: -0.554 -4.180 0.396
O: -0.322 -2.968 -0.307
H: 0.415 -4.457 0.808
H: -1.005 -4.923 -0.251
H: -1.206 -4.024 1.257
H: -0.967 -2.307 -0.013
H: -0.778 2.291 1.202
H: -0.572 2.351 2.647
O: -1.206 1.972 2.020
H: -1.029 3.194 -1.360
H: 0.460 2.681 -1.161
O: -0.465 2.548 -0.910
H: 2.269 1.888 -0.632
H: 2.349 3.107 0.309
O: 2.549 2.812 -0.584
H: -0.944 0.202 1.073
H: -0.921 -0.021 -0.444
O: -1.191 -0.427 0.380
H: 1.717 -0.341 -1.265
H: 0.244 0.195 -1.680
O: 1.156 0.407 -1.486

The Löwdin scheme yields these atomic charges, measured in e:
1. C -0.16
2. O -0.15
3. H 0.07
4. H 0.07
5. H 0.08
6. H 0.03
7. H 0.01
8. H 0.05
9. O -0.06
10. H 0.07
11. H 0.02
12. O -0.05
13. H 0.00
14. H 0.04
15. O -0.05
16. H 0.02
17. H 0.00
18. O -0.04
19. H 0.07
20. H 0.03
21. O -0.04

Density functional theory data (ωB97M-V/def2-TZVPD) for a 7-piece molecular cluster, C48H72F14N3O17 overall in a non-equilibrium geometry.

Computed properties:
- 2S+1 = 1
- total energy (eV) = -128259.714
- total charge = +1
- relative energy (zero: lowest compared OMol25 entry of this formula, charge and spin) (kcal/mol) = 0.0
- M (g/mol) = 1229.080
- HOMO energy (eV) = -10.96
- LUMO level (eV) = -2.55

Cartesian coordinates (Å):
C: 8.139 -2.420 0.984
C: 8.684 -1.298 0.145
O: 8.551 -0.122 0.416
O: 9.352 -1.746 -0.940
C: 9.340 -0.881 -2.080
C: 8.086 -1.119 -2.895
C: 7.986 -0.216 -4.123
C: 7.821 1.272 -3.745
C: 6.357 1.737 -3.745
C: 6.168 2.893 -2.752
C: 4.726 3.307 -2.407
N: 3.797 2.100 -2.379
C: 2.648 2.317 -3.324
O: 3.227 2.195 -4.606
O: 2.261 1.641 -5.493
C: 3.254 1.682 -1.008
F: 2.114 2.417 -0.821
C: 2.886 0.193 -1.069
C: 1.742 -0.228 -0.140
C: 0.336 -0.002 -0.714
F: 0.370 0.257 -2.062
F: -0.262 1.049 -0.111
C: -0.561 -1.245 -0.520
F: 0.054 -2.283 -1.121
F: -0.603 -1.494 0.804
C: -2.019 -1.132 -1.100
F: -2.029 -1.723 -2.309
F: -2.364 0.147 -1.268
C: -3.070 -1.865 -0.226
F: -2.594 -3.124 -0.075
F: -3.167 -1.285 0.978
C: -4.510 -2.005 -0.814
F: -5.220 -2.621 0.148
F: -4.483 -2.793 -1.897
C: -5.251 -0.681 -1.176
F: -6.553 -0.875 -1.100
F: -4.946 -0.326 -2.421
F: -4.915 0.297 -0.350
C: 4.292 2.018 0.086
C: 5.601 1.186 -0.087
O: 3.722 1.715 1.349
N: 4.467 3.444 0.108
C: 4.578 4.199 -1.152
C: 5.780 5.142 -1.038
C: 3.333 5.133 -1.320
N: 2.976 5.789 -0.068
H: 7.321 -2.035 1.592
H: 7.804 -3.244 0.356
H: 8.919 -2.787 1.654
H: 9.452 0.157 -1.771
H: 10.219 -1.138 -2.675
H: 8.076 -2.168 -3.205
H: 7.201 -0.989 -2.252
H: 7.114 -0.544 -4.700
H: 8.850 -0.354 -4.775
H: 8.423 1.901 -4.404
H: 8.209 1.407 -2.732
H: 6.074 2.053 -4.751
H: 5.770 0.846 -3.480
H: 6.749 2.679 -1.857
H: 6.630 3.771 -3.209
H: 4.365 3.923 -3.236
H: 4.272 1.272 -2.743
H: 1.871 1.570 -3.182
H: 2.238 3.309 -3.162
H: 2.411 0.684 -5.426
H: 2.615 -0.091 -2.090
H: 3.773 -0.398 -0.830
H: 1.860 -1.295 0.056
H: 1.759 0.276 0.824
H: 5.698 0.732 -1.075
H: 5.663 0.405 0.670
H: 6.455 1.841 0.069
H: 3.761 0.762 1.504
H: 5.262 3.650 0.700
H: 5.997 5.616 -1.997
H: 6.678 4.625 -0.694
H: 5.529 5.930 -0.326
H: 3.595 5.888 -2.071
H: 2.480 4.564 -1.683
H: 1.981 5.741 0.101
H: 3.213 6.771 -0.095
O: 0.264 -7.133 1.105
C: -0.931 -7.107 1.130
O: -1.670 -8.082 1.704
C: -3.072 -7.840 1.497
C: -3.183 -6.342 1.229
C: -1.850 -6.053 0.541
H: -3.401 -8.439 0.645
H: -3.610 -8.164 2.384
H: -4.060 -6.076 0.643
H: -3.233 -5.802 2.176
H: -1.898 -6.206 -0.539
H: -1.461 -5.062 0.750
O: -5.466 -1.772 6.977
C: -5.250 -1.440 5.850
O: -3.998 -1.465 5.320
C: -4.013 -0.919 3.992
C: -5.450 -1.067 3.509
C: -6.227 -0.921 4.814
H: -3.705 0.128 4.043
H: -3.296 -1.470 3.389
H: -5.722 -0.338 2.749
H: -5.604 -2.068 3.099
H: -6.446 0.123 5.035
H: -7.147 -1.498 4.837
O: 10.768 -3.742 -2.784
C: 10.858 -4.798 -2.230
O: 11.841 -5.678 -2.511
C: 11.653 -6.899 -1.772
C: 10.783 -6.513 -0.581
C: 9.944 -5.379 -1.167
H: 11.164 -7.623 -2.427
H: 12.631 -7.283 -1.492
H: 10.204 -7.347 -0.190
H: 11.410 -6.129 0.224
H: 9.041 -5.745 -1.659
H: 9.676 -4.611 -0.447
O: -6.717 2.013 3.428
C: -7.911 2.124 3.425
O: -8.707 1.243 4.072
C: -10.093 1.552 3.834
C: -10.111 3.021 3.433
C: -8.761 3.170 2.733
H: -10.456 0.895 3.040
H: -10.650 1.342 4.744
H: -10.969 3.282 2.817
H: -10.124 3.645 4.323
H: -8.808 2.923 1.671
H: -8.315 4.153 2.854
O: -6.268 4.174 -6.637
C: -6.411 3.093 -6.154
O: -6.968 2.910 -4.930
C: -6.916 1.525 -4.557
C: -6.794 0.758 -5.869
C: -6.012 1.746 -6.732
H: -6.050 1.379 -3.910
H: -7.818 1.283 -3.998
H: -6.318 -0.213 -5.752
H: -7.785 0.599 -6.296
H: -4.933 1.634 -6.612
H: -6.261 1.701 -7.788
O: -9.735 4.309 6.379
C: -10.586 3.975 7.154
O: -11.804 4.557 7.179
C: -12.587 4.036 8.271
C: -11.970 2.679 8.591
C: -10.502 2.914 8.234
H: -12.512 4.734 9.106
H: -13.624 3.980 7.950
H: -12.138 2.368 9.619
H: -12.392 1.917 7.934
H: -9.934 3.327 9.069
H: -9.992 2.031 7.859

Atomic partial charges in e from the Löwdin method, atoms 1 to 99:
1. C 0.02
2. C -0.52
3. O 0.09
4. O -0.01
5. C -0.17
6. C -0.17
7. C -0.18
8. C -0.18
9. C -0.18
10. C -0.13
11. C -0.15
12. N 0.08
13. C -0.10
14. O -0.10
15. O 0.04
16. C -0.31
17. F 0.11
18. C -0.04
19. C -0.03
20. C -0.41
21. F 0.10
22. F 0.14
23. C -0.35
24. F 0.15
25. F 0.16
26. C -0.34
27. F 0.17
28. F 0.17
29. C -0.34
30. F 0.15
31. F 0.16
32. C -0.34
33. F 0.16
34. F 0.17
35. C -0.57
36. F 0.21
37. F 0.18
38. F 0.20
39. C -0.47
40. C 0.03
41. O 0.05
42. N 0.12
43. C -0.43
44. C -0.01
45. C -0.21
46. N 0.04
47. H 0.08
48. H 0.08
49. H 0.10
50. H 0.11
51. H 0.13
52. H 0.12
53. H 0.11
54. H 0.11
55. H 0.12
56. H 0.12
57. H 0.10
58. H 0.13
59. H 0.09
60. H 0.10
61. H 0.14
62. H 0.16
63. H 0.14
64. H 0.13
65. H 0.14
66. H 0.12
67. H 0.13
68. H 0.13
69. H 0.14
70. H 0.14
71. H 0.07
72. H 0.09
73. H 0.09
74. H 0.10
75. H 0.13
76. H 0.10
77. H 0.09
78. H 0.10
79. H 0.13
80. H 0.09
81. H 0.08
82. H 0.08
83. O 0.12
84. C -0.49
85. O 0.03
86. C -0.15
87. C -0.15
88. C -0.09
89. H 0.13
90. H 0.13
91. H 0.11
92. H 0.12
93. H 0.13
94. H 0.10
95. O 0.12
96. C -0.48
97. O 0.02
98. C -0.16
99. C -0.16